{"formula": "C2H8OS2", "method": "wB97M-V/def2-TZVPD", "elements": ["S", "S", "H", "H", "C", "O", "C", "H", "H", "H", "H", "H", "H"], "coordinates": [[1.3071, -3.2975, 0.2682], [0.1713, -2.5218, 1.8907], [0.4183, -3.0670, -0.6957], [-0.5835, -1.8317, 1.0391], [-0.6978, 1.1212, 0.0625], [-1.2839, 0.4764, -1.0661], [0.6672, 1.6994, -0.3034], [-1.3762, 1.9118, 0.3203], [-0.5509, 0.4309, 0.9024], [-0.9834, -0.4360, -1.1265], [0.5349, 2.2629, -1.2324], [1.0299, 2.3772, 0.4541], [1.3470, 0.8741, -0.5132]], "forces_ev_per_angstrom": [[0.3, 0.1, 0.4], [0.1, -0.3, -0.5], [-0.3, -0.1, 0.0], [-0.2, 0.3, 0.2], [0.9, -0.3, -0.3], [-0.2, -0.3, 0.1], [-0.8, -0.2, -0.8], [-0.4, 0.3, 0.4], [-0.4, 0.1, 0.0], [0.1, 0.2, 0.0], [0.1, 0.0, 0.1], [0.3, 0.0, 0.3], [0.3, 0.2, 0.2]], "de_lowest_ev": 1.0869, "largest_force_ev_per_a": 1.1, "orbital_gap_ev": 8.9, "total_charge": 0, "smiles": "CCO.SS", "homo_ev": -8.92}